The following is a quantum chemistry calculation of a molecular structure, C27H34N3RuS5Se at a distorted geometry, from the Open Molecules 2025 dataset.

Properties
LUMO level (spin up / spin down) = -2.8 / -2.1 eV
Expectation value of S² = 0.868
2S+1 = 2
Kohn-Sham gap (spin up / spin down) = 0.1297 / 0.1561 hartree
HOMO energy (spin up / spin down) = -6.33 / -6.33 eV

Structure (XYZ):
```
71
Properties=species:S:1:pos:R:3:forces:R:3:mulliken_spin:R:1
Ru 0.070 0.314 0.338 1.14 1.29 2.06 1.091
C 2.505 -1.445 -0.825 0.23 -0.62 -0.68 0.008
N 2.419 -0.420 0.214 -0.95 0.07 -0.30 -0.011
C 3.135 0.793 -0.165 -0.01 0.63 0.11 0.002
C 2.972 1.851 0.927 0.56 -0.60 -0.26 0.010
N 1.557 2.148 1.144 -1.28 -1.42 -0.53 -0.070
C 1.111 3.219 0.247 -0.24 0.57 -0.48 0.007
C 1.207 2.449 2.505 -0.62 0.04 0.98 0.013
C 2.116 2.995 3.402 0.13 -0.01 -0.24 -0.007
C 1.742 3.297 4.702 -0.06 0.09 0.01 0.007
C 0.441 3.063 5.122 0.17 0.08 0.04 -0.006
C -0.479 2.532 4.241 0.04 0.04 -0.25 0.011
C -0.113 2.223 2.932 0.71 0.14 -0.12 0.004
S -1.341 1.580 1.877 0.02 -1.62 -1.11 0.013
C 2.769 -0.985 1.485 -0.19 -0.43 0.58 -0.025
C 4.035 -0.888 2.046 -0.10 0.04 -0.27 0.013
C 4.318 -1.473 3.269 -0.05 -0.14 0.07 -0.019
C 3.335 -2.187 3.935 0.23 0.02 0.02 0.010
C 2.078 -2.318 3.376 -0.12 0.05 -0.21 -0.016
C 1.776 -1.715 2.158 0.42 0.07 0.07 0.022
S 0.168 -1.885 1.488 -0.35 1.86 -0.30 -0.131
H 3.551 -1.640 -1.095 -0.06 0.05 0.02 0.003
H 2.070 -2.375 -0.457 0.00 0.13 0.00 0.000
H 1.960 -1.125 -1.718 0.20 0.09 -0.01 0.004
H 2.701 1.140 -1.113 0.16 -0.13 -0.02 -0.007
H 4.208 0.608 -0.329 -0.15 -0.03 -0.05 0.002
H 3.524 2.759 0.649 -0.11 -0.09 0.05 -0.002
H 3.392 1.458 1.855 -0.13 0.19 -0.12 -0.001
H 1.632 4.157 0.481 0.00 -0.15 0.04 -0.004
H 0.037 3.365 0.362 0.11 0.02 0.03 0.003
H 1.316 2.945 -0.791 0.06 -0.02 0.03 -0.004
H 3.128 3.201 3.087 0.07 0.02 0.00 0.000
H 2.465 3.740 5.372 0.02 -0.06 0.04 0.001
H 0.155 3.293 6.138 -0.06 0.01 0.06 0.000
H -1.500 2.343 4.538 -0.04 -0.05 0.10 0.000
H 4.812 -0.349 1.526 0.10 0.05 -0.07 -0.001
H 5.310 -1.386 3.685 0.03 0.05 0.05 -0.001
H 3.550 -2.635 4.893 0.00 -0.08 0.07 0.000
H 1.307 -2.886 3.870 -0.10 -0.01 0.15 0.000
C -2.249 3.607 -2.724 -0.61 -0.20 0.25 0.003
C -1.637 2.294 -3.168 0.70 0.24 0.06 0.001
S -1.074 1.314 -1.717 -0.42 -0.20 -0.17 0.076
C -1.932 -0.280 -1.920 0.21 0.58 0.10 -0.018
C -3.428 -0.173 -1.707 -0.17 -0.15 0.68 0.002
S -3.826 0.216 0.040 -0.19 0.04 -0.41 0.002
C -4.766 1.770 -0.153 0.24 -0.39 0.09 -0.001
C -3.921 2.992 -0.482 -0.05 0.35 -0.35 0.002
S -4.008 3.433 -2.266 0.14 0.06 0.20 -0.001
H -2.231 4.331 -3.540 0.07 -0.04 0.03 0.000
H -1.721 4.024 -1.867 0.08 0.16 -0.13 0.002
H -0.759 2.463 -3.791 0.09 -0.15 0.01 0.004
H -2.351 1.693 -3.723 0.01 -0.16 0.02 -0.001
H -1.483 -0.929 -1.143 -0.08 -0.19 -0.25 0.008
H -1.682 -0.670 -2.907 0.20 -0.13 0.09 0.002
H -3.901 -1.129 -1.933 0.02 0.01 -0.14 0.000
H -3.869 0.606 -2.325 0.04 -0.05 -0.11 0.001
H -5.262 1.891 0.810 -0.03 0.03 -0.03 0.000
H -5.527 1.597 -0.915 -0.09 0.06 0.14 0.000
H -2.876 2.819 -0.231 -0.04 0.06 0.09 0.001
H -4.285 3.861 0.065 0.05 -0.05 0.07 0.000
Se 1.442 0.796 -3.723 -0.22 0.07 0.40 0.001
C 2.941 0.446 -4.818 -0.55 0.13 0.34 -0.001
C 4.227 0.500 -4.292 0.16 -0.11 -0.32 0.000
C 5.288 0.221 -5.133 0.00 0.07 0.25 0.000
N 5.147 -0.098 -6.410 0.64 -0.13 -0.44 0.000
C 3.922 -0.139 -6.907 -0.38 0.01 -0.03 0.000
C 2.785 0.124 -6.163 0.32 -0.04 -0.09 0.000
H 4.386 0.756 -3.255 0.03 0.03 0.06 0.001
H 6.308 0.256 -4.771 0.11 0.00 0.11 0.000
H 3.846 -0.397 -7.957 -0.04 -0.01 -0.06 0.000
H 1.800 0.086 -6.606 0.00 -0.02 0.00 0.000
```
Forces are in eV/Å.



The following is a quantum chemistry calculation of a single C4H8N2O3 molecule at a distorted geometry, from the Open Molecules 2025 dataset.

Properties
LUMO level = 0.4 eV
Structure (SMILES) = NC(=O)C[C@H](N)C(=O)O
Energy relative to the best compared isomer or geometry (same formula, charge and spin) = 73.9 kJ/mol
Kohn-Sham gap = 0.3772 hartree
HOMO energy = -9.82 eV

Structure (XYZ):
```
17
Properties=species:S:1:pos:R:3:forces:R:3:nbo_charge:R:1
C -0.568 0.059 -0.340 1.58 -0.48 -0.55 -0.150
C -1.969 -0.339 -0.096 -0.63 -0.94 3.19 0.764
C 0.500 -0.508 0.743 -1.13 -1.19 0.04 -0.500
C 1.896 -0.579 0.172 0.72 -0.26 -1.20 0.668
H -1.026 1.950 -1.013 0.36 -0.26 0.54 0.380
H -0.578 1.811 0.600 -0.27 0.21 -0.55 0.375
H -0.359 -0.316 -1.337 0.65 -0.25 -0.14 0.216
H 0.366 -1.561 1.116 -0.59 1.04 -0.59 0.256
H 0.485 0.138 1.625 -0.21 0.13 -0.13 0.224
H 1.621 1.301 -0.128 0.21 0.81 -0.39 0.407
H 3.084 0.802 -0.889 -0.21 -0.42 0.51 0.400
H -2.957 -1.917 -0.046 0.02 0.22 -0.71 0.501
N -0.398 1.478 -0.351 -0.02 1.21 0.33 -0.839
N 2.402 0.665 -0.144 -0.21 -0.62 0.09 -0.841
O -2.617 0.201 0.788 0.01 -0.63 -1.48 -0.587
O 2.429 -1.660 -0.028 -0.03 0.89 0.19 -0.598
O -2.312 -1.526 -0.674 -0.23 0.54 0.84 -0.677
```
Forces are in eV/Å.



The following is a quantum chemistry calculation of a molecular structure, C13H13FN4O2S2 at a distorted geometry, from the Open Molecules 2025 dataset.

Properties
LUMO level = -0.1 eV
Kohn-Sham gap = 0.2853 hartree
HOMO energy = -7.88 eV

Structure (XYZ):
```
35
Properties=species:S:1:pos:R:3:forces:R:3:nbo_charge:R:1
C 2.431 -2.955 3.637 5.12 -1.58 1.47 -0.620
H 3.001 -2.409 4.404 -0.98 -0.29 0.70 0.236
C 1.100 -3.394 3.866 0.50 2.14 11.00 -0.486
C 0.327 -2.200 4.470 1.18 -0.73 6.19 0.691
O 0.336 -1.830 5.723 0.23 -2.09 -5.41 -0.581
N -0.309 -1.424 3.632 3.48 -6.23 -3.16 -0.587
C -0.517 -1.458 2.353 3.06 -4.67 -8.71 0.367
N -0.938 -0.641 1.506 -3.13 5.05 4.10 -0.327
N -0.995 -0.830 0.216 -5.69 8.75 1.50 -0.349
C -0.420 -1.744 -0.196 5.75 -10.71 -4.20 0.016
S -0.352 -2.483 -1.939 1.03 -0.21 2.86 0.319
C -1.372 -1.334 -2.695 -1.40 4.01 0.50 -0.729
H -2.168 -0.949 -1.943 0.63 -1.33 -1.44 0.250
H -1.771 -1.728 -3.672 0.32 0.50 1.17 0.271
C -0.689 0.155 -3.034 -4.78 -4.15 18.16 0.760
O -0.556 0.403 -4.056 3.46 4.74 -17.44 -0.512
N -0.767 1.143 -1.860 -3.84 -11.36 -0.14 -0.669
C -0.305 2.319 -1.815 1.79 -2.49 -15.85 0.138
C -0.199 2.912 -0.803 -1.72 4.08 17.25 -0.286
C 0.131 4.164 -0.489 5.26 7.24 0.34 -0.195
C 0.825 4.815 -1.601 -3.56 -0.45 1.43 0.310
C 0.565 4.140 -2.822 6.21 5.25 -4.60 -0.195
C 0.164 2.909 -3.072 -1.34 0.71 6.54 -0.253
H 0.062 2.450 -3.929 -0.17 -1.84 -4.22 0.231
H 1.309 4.658 -3.884 -2.72 -1.12 3.26 0.185
F 1.214 6.160 -1.557 -0.27 -2.21 -0.17 -0.337
H 0.316 4.819 0.584 -1.15 -2.64 -2.95 0.245
H -0.621 2.298 0.071 0.66 0.99 -0.68 0.195
H -1.166 0.601 -0.964 1.46 1.83 -2.29 0.426
S 0.244 -2.665 1.115 0.84 -1.92 1.08 0.193
H -0.755 -0.726 3.822 -5.97 10.26 5.18 0.404
H 0.746 -3.985 3.227 -3.47 -3.97 -5.70 0.220
H 1.129 -4.133 4.845 -0.07 1.70 -2.14 0.239
H 3.156 -3.803 3.458 -0.95 0.71 -0.32 0.225
H 2.509 -2.280 2.897 0.22 2.03 -3.32 0.207
```
Forces are in eV/Å.